{"formula": "C6H13N2O4P", "method": "the ωB97M-V functional and the def2-TZVPD basis", "elements": ["C", "C", "C", "C", "C", "C", "N", "N", "O", "O", "O", "O", "P", "H", "H", "H", "H", "H", "H", "H", "H", "H", "H", "H", "H", "H"], "xyz": [[0.42312, -2.23270, 0.79135], [2.21828, 1.17256, -1.09074], [2.55384, 0.87341, 0.36766], [0.83363, 0.66668, -1.23382], [1.17005, 0.76383, 1.03804], [-3.12341, -1.26768, -1.31828], [1.57418, -2.46494, 0.85955], [0.23529, 0.47217, -0.12222], [-0.72710, -1.98165, 0.59721], [-1.74264, 2.04482, -0.12974], [-1.88754, 0.28190, 1.70566], [-2.26330, -0.13785, -0.97329], [-1.53666, 0.55281, 0.18360], [2.28217, 2.26285, -1.20980], [2.99897, 0.73319, -1.74349], [3.03217, -0.08147, 0.49981], [3.22392, 1.68321, 0.74799], [-2.30805, 2.64505, 0.43551], [0.28940, 0.50426, -2.22341], [1.24511, 0.04655, 1.80971], [0.72930, 1.65163, 1.59857], [-3.76235, -1.04728, -2.26495], [-3.73298, -1.37613, -0.44850], [-2.45298, -2.26511, -1.35918], [2.36542, -2.84006, 1.39894], [-1.63784, -0.66004, 2.08385]], "atomic_forces_ev_per_a": [[-0.217, -0.824, -0.139], [-0.156, -0.725, 0.280], [-0.798, 1.864, 0.613], [3.721, 1.000, -10.729], [0.137, 1.056, -1.853], [0.511, -2.716, -0.733], [0.674, -0.001, 0.530], [-4.594, -0.922, 10.834], [0.572, 0.202, 0.280], [-0.627, 1.200, 1.313], [1.342, -1.972, -0.905], [1.286, 0.718, 0.642], [-0.219, -0.371, -0.753], [0.254, 0.350, -0.246], [-0.747, 0.251, -0.379], [0.498, -0.420, -0.201], [-0.681, -0.818, 0.295], [0.639, -0.721, -0.726], [0.992, -0.014, 1.563], [-0.543, -1.316, 1.073], [0.394, -0.368, -0.683], [1.635, -0.162, 1.723], [-0.834, -0.235, 0.242], [-1.538, 2.543, -0.401], [-0.891, 0.185, -0.518], [-0.810, 2.215, -1.124]], "homo_lumo_gap_ev": [8.30, 5.86], "multiplicity": 3, "charge": 2}


{"formula": "C6H13N2OS", "method": "the ωB97M-V functional and the def2-TZVPD basis", "elements": ["C", "C", "C", "S", "C", "C", "N", "C", "N", "O", "H", "H", "H", "H", "H", "H", "H", "H", "H", "H", "H", "H", "H"], "xyz": [[2.05523, 1.21973, -0.96193], [1.07488, 0.30344, -0.97451], [1.39139, -1.18897, -0.68196], [-0.47501, 0.87519, -1.63402], [-1.76817, -0.35410, -1.09527], [-2.16693, -0.16083, 0.34937], [-0.94902, -0.43699, 1.20013], [0.05398, 0.64985, 1.22230], [1.14461, 0.43997, 1.79339], [1.97461, 1.54964, 1.85655], [1.89375, 2.24460, -1.25851], [3.13507, 0.94496, -0.80092], [2.32619, -1.46662, -1.21675], [0.61222, -1.80734, -1.02616], [1.51098, -1.37196, 0.34571], [-1.22654, -1.34943, -1.21798], [-2.64262, -0.30046, -1.73282], [-2.69894, 0.78298, 0.49066], [-2.88690, -1.01285, 0.38149], [-1.27394, -0.42287, 2.10969], [-0.41067, -1.30602, 0.75623], [-0.41397, 1.63208, 1.06073], [1.62170, 2.28352, 1.32266]], "atomic_forces_ev_per_a": [[0.982, -0.718, -0.322], [1.232, -0.640, -0.570], [0.663, 1.806, -1.832], [-0.836, -0.242, -0.525], [2.645, -0.038, -0.171], [-0.657, -1.761, -1.950], [1.384, -0.432, -3.597], [-1.378, 1.789, 1.013], [0.785, 0.816, 0.375], [-0.358, -1.195, 0.327], [-0.181, 0.201, 0.010], [-1.393, 0.155, 0.013], [-0.683, 0.106, 0.460], [-0.810, -1.004, -0.766], [0.540, -0.116, 1.513], [-1.271, 0.973, 0.023], [0.148, 0.077, -0.295], [0.615, -0.035, 0.625], [0.418, 0.600, 1.395], [-0.523, -1.435, 2.804], [-1.587, 1.581, 1.910], [0.457, -0.364, -0.405], [-0.191, -0.125, -0.034]], "homo_lumo_gap_ev": 9.00, "multiplicity": 1, "charge": 1, "e_above_lowest_kj_mol": 465.9}


{"formula": "C6H13N2S", "method": "the ωB97M-V functional and the def2-TZVPD basis", "elements": ["C", "C", "C", "C", "C", "C", "N", "N", "S", "H", "H", "H", "H", "H", "H", "H", "H", "H", "H", "H", "H", "H"], "xyz": [[-1.54218, -2.81124, -0.75293], [-1.13033, -2.50898, -1.80989], [-1.35509, 0.84247, 0.17720], [-1.28084, 0.67508, 1.72301], [0.11287, 1.12612, 0.17058], [0.95227, 0.26598, -0.74367], [1.56614, 0.58025, -1.83840], [0.19482, 0.86070, 1.63438], [2.20447, -0.93781, 0.92437], [-1.96868, -2.95680, 0.26366], [-0.62624, -2.03328, -2.61139], [-1.60458, -0.03681, -0.39633], [-1.96596, 1.64142, -0.17496], [-1.63532, 1.50119, 2.35095], [-1.62590, -0.17828, 2.18647], [0.41755, 2.22926, -0.04633], [0.49239, -0.69064, -0.99355], [2.08023, 1.45789, -1.91514], [2.12682, -0.24344, -2.21153], [0.68192, 1.45246, 2.31975], [0.81358, 0.02641, 1.52679], [3.09206, -0.26197, 0.21695]], "atomic_forces_ev_per_a": [[-1.774, -0.641, 4.072], [1.302, 1.184, -1.948], [-0.993, -0.350, 0.573], [0.091, 2.605, -0.639], [1.921, 4.431, -1.314], [-2.096, -4.034, 2.568], [3.537, 0.791, -2.090], [0.286, -0.467, -0.011], [0.221, -0.314, -1.221], [0.590, -0.195, -1.593], [-0.145, -0.383, -0.588], [-0.171, -0.438, 0.131], [-0.446, 0.597, -0.122], [-0.370, 0.025, -0.659], [-0.293, -2.200, 0.726], [-0.767, -1.694, 0.359], [-0.335, 0.043, 0.997], [-0.062, -0.173, 0.033], [-1.260, 1.589, 0.074], [-0.272, 0.197, -0.642], [0.396, -0.817, 1.130], [0.642, 0.245, 0.163]], "homo_lumo_gap_ev": 8.75, "multiplicity": 1, "charge": 1, "e_above_lowest_kj_mol": 568.2}


{"formula": "C6H13N2S", "method": "the ωB97M-V functional and the def2-TZVPD basis", "elements": ["C", "C", "C", "C", "C", "C", "N", "N", "S", "H", "H", "H", "H", "H", "H", "H", "H", "H", "H", "H", "H", "H"], "xyz": [[-0.23297, 1.38209, 2.50996], [0.76698, -0.32131, -1.24668], [1.32271, -2.18841, 1.42696], [-2.33086, 1.72169, -1.91766], [1.92050, -1.83673, 0.08579], [-0.80338, 1.69139, -2.22571], [0.60120, 1.00853, 1.69959], [0.85444, -1.51885, -0.77439], [-0.07106, 0.07981, -2.54949], [-0.21768, 1.45701, 3.61029], [-1.21310, 1.89513, 2.33808], [2.05533, -2.33063, 2.18782], [0.48701, -1.47879, 1.62749], [0.94929, -3.22851, 1.34204], [-2.77062, 0.77606, -2.38334], [-2.43718, 1.80627, -0.87206], [-2.70516, 2.65355, -2.34487], [2.57741, -0.89282, 0.10688], [2.39516, -2.68896, -0.31868], [-0.39946, 2.12094, -1.21434], [-0.48624, 2.23510, -3.05731], [0.08438, -2.21260, -0.78715]], "atomic_forces_ev_per_a": [[-1.514, 1.373, 1.176], [0.012, -1.649, 1.113], [-1.148, -0.879, -0.456], [0.794, -1.429, -2.500], [1.664, 1.702, 1.769], [-0.045, 0.756, 3.980], [0.049, -0.225, -0.247], [-1.187, 0.993, -0.736], [-1.476, 0.389, -1.581], [1.096, -0.702, 0.097], [0.319, -0.382, -1.108], [0.521, 0.703, 0.736], [0.894, -0.649, 0.487], [-0.433, 0.503, -0.052], [-0.123, 1.588, 0.843], [-0.489, -0.457, 1.130], [-0.299, -0.365, -0.223], [-0.652, -1.694, 0.086], [1.124, -0.706, -0.488], [0.272, -0.755, -2.292], [0.247, 1.256, -1.156], [0.375, 0.630, -0.578]], "homo_lumo_gap_ev": [7.18, 9.03], "multiplicity": 1, "charge": 1, "e_above_lowest_kj_mol": 609.0}


{"formula": "C6H13N3", "method": "the ωB97M-V functional and the def2-TZVPD basis", "elements": ["H", "N", "C", "C", "C", "N", "N", "C", "C", "C", "H", "H", "H", "H", "H", "H", "H", "H", "H", "H", "H", "H"], "xyz": [[2.84551, -0.85619, 0.31579], [1.95218, -1.18397, 0.54236], [0.77361, -0.59853, 0.29524], [-0.54084, -1.55981, 0.34594], [-1.61671, -1.43025, -0.89171], [-0.20809, -2.92285, 0.42633], [0.60671, 0.71555, -0.22004], [-0.65673, 1.38619, 0.06313], [0.04797, 2.68079, 0.24120], [1.33222, 1.95818, 0.04405], [-0.93314, -1.20848, 1.24271], [-2.51204, -1.00748, -0.49412], [-1.85593, -2.46292, -1.23523], [-0.91133, -1.08173, -1.64937], [0.72176, -2.96616, 0.68256], [-0.12529, -3.33514, -0.54956], [-1.50142, 1.17300, 0.91793], [-1.28563, 1.56369, -0.82729], [0.02855, 3.39676, -0.57118], [0.00178, 3.34130, 1.14456], [1.81224, 2.09298, 1.03224], [2.02461, 2.30505, -0.85552]], "atomic_forces_ev_per_a": [[1.014, 1.696, -0.233], [-5.537, -0.300, -0.173], [4.029, -1.147, -1.592], [0.203, 1.389, -2.321], [3.037, -1.722, 1.549], [-0.914, -1.900, -2.130], [-1.177, -2.323, 1.696], [-4.545, 1.084, 0.231], [0.740, 3.399, 0.050], [3.202, 0.487, -0.175], [-1.436, 0.256, 1.738], [-0.422, 1.155, -0.713], [0.070, 0.614, 0.636], [-1.262, 1.131, -0.503], [2.601, -0.290, 1.410], [-0.503, 0.753, 1.460], [2.666, -0.377, -1.622], [0.043, -0.988, 0.099], [-1.149, 0.118, -0.366], [-0.198, -1.140, -0.400], [0.847, -1.111, -0.669], [-1.312, -0.785, 2.027]], "homo_lumo_gap_ev": 9.64, "multiplicity": 1, "e_above_lowest_kj_mol": 390.6}


{"formula": "C6H13N3", "method": "the ωB97M-V functional and the def2-TZVPD basis", "elements": ["C", "C", "C", "C", "N", "N", "C", "C", "N", "H", "H", "H", "H", "H", "H", "H", "H", "H", "H", "H", "H", "H"], "xyz": [[-1.66483, -0.10166, -2.02354], [-0.89249, -0.30510, -0.77294], [-1.03106, -1.10191, 0.29689], [0.07296, -0.51031, 1.11271], [-0.35698, 0.25732, 2.26599], [1.14700, -1.39114, 1.45221], [0.32445, 0.42888, -0.28662], [1.63577, 0.07397, -0.96172], [0.17384, 1.85635, -0.21777], [-2.02306, 0.92676, -2.08459], [-1.02934, -0.28208, -2.89061], [-2.51837, -0.77625, -2.06403], [-1.68542, -1.92630, 0.52790], [0.30313, 0.99976, 2.48006], [-1.26834, 0.67157, 2.11460], [1.80499, -0.96880, 2.09795], [0.81109, -2.25682, 1.85640], [2.47996, 0.44375, -0.37956], [1.72709, -1.00406, -1.04938], [1.67223, 0.52872, -1.95120], [-0.66425, 2.13050, 0.28136], [0.98163, 2.30683, 0.19588]], "atomic_forces_ev_per_a": [[0.042, -0.186, 0.019], [-0.393, -0.317, 0.337], [-0.011, 0.315, -0.442], [0.483, 1.260, -0.812], [-0.367, -0.055, 0.169], [0.497, -0.425, -0.239], [0.366, -0.798, 1.273], [-0.334, 0.018, -0.208], [-0.102, 0.082, -0.009], [0.024, 0.022, -0.030], [-0.005, 0.033, -0.111], [-0.037, -0.004, -0.062], [-0.241, -0.139, 0.004], [-0.078, -0.036, -0.024], [0.060, 0.090, 0.013], [-0.145, -0.049, 0.001], [-0.033, 0.111, 0.111], [0.071, 0.022, 0.048], [0.092, -0.019, 0.007], [0.064, 0.029, -0.091], [0.124, 0.023, 0.047], [-0.075, 0.022, -0.001]], "homo_lumo_gap_ev": 9.18, "multiplicity": 1, "e_above_lowest_kj_mol": 124.8}


multiplicity of number 1 (C6H13N2O4P)?
3